[1]
Formula: C4H2O2Tm
Source: the Open Molecules 2025 dataset
Level of theory: ωB97M-V/def2-TZVPD

HOMO (spin up / spin down) (eV): -17.54 / -19.70
HOMO-LUMO gap (spin up / spin down) (eV): 6.5 / 7.7
Charge: +2
Multiplicity: 4
Energy relative to the best compared isomer or geometry (same formula, charge and spin) (kcal per mole): 0.0

Each line ends with the Mulliken charge.
Element x y z (Å)
O: -1.187 -1.439 -0.408  -0.36
H: -2.126 -1.252 -0.274  0.38
C: -1.051 1.906 0.005  -0.63
C: -0.875 0.731 0.403  -0.05
C: -0.354 -0.561 0.197  0.59
C: 1.074 -0.648 0.109  0.36
O: 1.799 0.380 0.053  -0.48
Tm: 1.197 2.519 -0.012  1.74
H: 1.524 -1.636 -0.073  0.44

***

[2]
Formula: C4H2O3
Source: the Open Molecules 2025 dataset
Level of theory: ωB97M-V/def2-TZVPD

HOMO (spin up / spin down) (eV): -9.89 / -9.89
HOMO-LUMO gap (spin up / spin down) (eV): 8.8 / 8.8
Multiplicity: 1
Energy relative to the best compared isomer or geometry (same formula, charge and spin) (kcal per mole): 213.5

Each line ends with the Mulliken charge.
Element x y z (Å)
C: -0.240 0.750 -0.968  -0.09
C: 0.507 -0.411 -0.666  0.53
C: -0.317 0.827 0.477  0.51
C: 0.599 -0.366 0.804  -0.64
O: -1.046 1.721 1.309  -0.57
O: -0.884 0.036 -1.966  -0.10
O: -0.227 -1.149 -1.543  -0.18
H: 0.001 -1.030 1.451  0.25
H: 1.608 -0.379 1.103  0.29

***

[3]
Formula: C4H2O3
Source: the Open Molecules 2025 dataset
Level of theory: ωB97M-V/def2-TZVPD

HOMO (eV): -9.30
HOMO-LUMO gap (eV): 8.8
Multiplicity: 1
Energy relative to the best compared isomer or geometry (same formula, charge and spin) (kcal per mole): 84.5

Each line ends with the Mulliken charge.
Element x y z (Å)
C: -0.698 -0.085 -0.093  0.60
C: 0.488 -0.845 0.079  -0.49
C: 1.453 0.168 0.024  0.52
C: 0.108 1.253 -0.122  0.25
H: -2.318 -1.157 -0.311  0.43
H: 0.665 -1.989 0.526  0.24
O: -1.954 -0.135 -0.065  -0.47
O: 2.691 0.393 -0.128  -0.55
O: -0.435 2.398 0.090  -0.54

***

[4]
Formula: C4H2O4
Source: the Open Molecules 2025 dataset
Level of theory: ωB97M-V/def2-TZVPD

HOMO (eV): -10.69
HOMO-LUMO gap (eV): 9.6
Multiplicity: 1
Energy relative to the best compared isomer or geometry (same formula, charge and spin) (kcal per mole): 46.2

Each line ends with the Mulliken charge.
Element x y z (Å)
C: 1.340 -0.291 -0.174  0.53
C: 1.098 1.162 -0.357  -0.34
C: -0.122 1.623 0.032  0.10
C: -1.149 -0.520 -0.046  0.63
H: 2.021 1.932 -0.414  0.28
H: -0.134 2.811 0.021  0.28
O: 2.366 -1.022 0.442  -0.48
O: -1.251 0.960 0.392  -0.32
O: -2.252 -0.995 0.004  -0.45
O: 0.026 -1.017 -0.382  -0.24

***

[5]
Formula: C4H2O5Pr
Source: the Open Molecules 2025 dataset
Level of theory: ωB97M-V/def2-TZVPD

HOMO (spin up / spin down) (eV): -16.18 / -16.18
HOMO-LUMO gap (spin up / spin down) (eV): 7.2 / 7.3
Charge: +2
Multiplicity: 4
Energy relative to the best compared isomer or geometry (same formula, charge and spin) (kcal per mole): 0.0

Each line ends with the Mulliken charge.
Element x y z (Å)
C: -2.822 0.515 1.801  0.71
O: -3.658 1.192 2.209  -0.21
O: -1.977 -0.176 1.391  -0.45
O: 1.360 -0.976 0.218  -0.53
C: 2.032 0.011 0.005  0.30
O: 1.472 1.118 -0.440  -0.39
Pr: -0.924 -2.341 -0.031  1.83
H: 3.121 0.053 0.162  0.45
O: 2.879 2.334 -2.599  -0.26
C: 2.330 2.291 -1.565  0.80
C: 2.429 2.457 -0.214  -0.51
H: 1.975 3.323 0.274  0.26

***

[6]
Formula: C4H2OS
Source: the Open Molecules 2025 dataset
Level of theory: ωB97M-V/def2-TZVPD

HOMO (eV): -9.13
HOMO-LUMO gap (eV): 9.1
Multiplicity: 1
Energy relative to the best compared isomer or geometry (same formula, charge and spin) (kcal per mole): 8.6

Each line ends with the Mulliken charge.
Element x y z (Å)
C: -2.165 0.571 0.455  -0.07
C: 1.137 -0.746 -0.656  -0.78
C: -1.119 -0.016 0.661  -0.35
C: 1.912 0.199 -0.219  0.80
O: 2.551 0.977 0.335  -0.31
S: -0.060 -1.362 0.576  -0.07
H: -2.958 1.237 0.463  0.42
H: 0.703 -0.860 -1.616  0.36

***

[7]
Formula: C4H2OS
Source: the Open Molecules 2025 dataset
Level of theory: ωB97M-V/def2-TZVPD

HOMO (eV): -9.72
HOMO-LUMO gap (eV): 8.1
Multiplicity: 1
Energy relative to the best compared isomer or geometry (same formula, charge and spin) (kcal per mole): 37.4

Each line ends with the Mulliken charge.
Element x y z (Å)
C: -0.767 -0.301 -0.246  -0.24
C: -0.422 0.859 0.615  0.10
C: -1.936 -0.546 -0.847  0.43
C: -3.316 -0.148 -0.931  -0.46
O: -1.110 1.849 0.698  -0.45
S: -2.899 -1.437 -2.005  -0.03
H: 0.111 -0.768 -0.425  0.40
H: 0.617 0.730 1.059  0.26

***

[8]
Formula: C4H2S
Source: the Open Molecules 2025 dataset
Level of theory: ωB97M-V/def2-TZVPD

HOMO (eV): -9.35
HOMO-LUMO gap (eV): 8.0
Multiplicity: 1
Energy relative to the best compared isomer or geometry (same formula, charge and spin) (kcal per mole): 53.1

Each line ends with the Mulliken charge.
Element x y z (Å)
C: -1.407 -0.190 -0.196  0.11
C: 1.181 0.022 0.234  -0.24
C: -1.689 1.047 0.362  -0.60
C: -0.265 0.362 0.250  0.28
S: 1.967 -0.199 -1.205  -0.17
H: -1.761 -1.121 -0.569  0.35
H: 1.974 0.079 1.124  0.28

***

- multiplicity of number 3 (C4H2O3)?
  1

***

- Which formula does entry 2 have?
  C4H2O3

***

- Which value of energy relative to the best compared isomer or geometry (same formula, charge and spin) does entry 6 give?
  8.6 kcal per mole